14
Properties=species:S:1:pos:R:3:forces:R:3:mulliken_charge:R:1 method="wB97M-V/def2-TZVPD" orbital_gap_ev=10.67 molar_mass_g_mol=97.12 lumo_ev=0.893 e_tot_ev=-8833.101 relative_energy_kj_mol=299.3
O 1.8257 -0.7015 -0.8616 -0.196 -0.057 -0.150 -0.563
C 1.1631 -0.3209 0.3135 -0.090 0.154 0.347 -0.181
C 0.5178 1.0441 0.3864 0.345 0.435 -0.182 -0.275
C -0.8748 0.9215 -0.1719 -0.184 0.393 -0.342 -0.022
C -1.1108 -0.5188 -0.5962 -0.028 0.033 -0.025 -0.908
C -0.2739 -0.8000 0.6597 -0.187 -0.117 0.409 0.096
N -0.5977 0.5791 1.2320 -0.064 0.087 0.105 -0.625
H 1.3856 -0.2750 -1.6081 0.084 -0.123 0.116 0.341
H 1.8537 -0.5317 1.1327 -0.152 0.201 0.004 0.393
H 0.9892 2.0014 0.5749 -0.031 -0.017 -0.158 0.399
H -1.4722 1.7917 -0.4141 0.141 0.018 -0.076 0.405
H -0.7322 -0.8319 -1.5773 -0.026 -0.108 0.262 0.209
H -2.1477 -0.8476 -0.4960 0.108 0.228 0.099 0.288
H -0.5258 -1.5104 1.4261 0.280 -1.128 -0.409 0.444



14
Properties=species:S:1:pos:R:3:forces:R:3:mulliken_charge:R:1 method="wB97M-V/def2-TZVPD" orbital_gap_ev=10.09 molar_mass_g_mol=97.12 lumo_ev=0.991 e_tot_ev=-8833.348 relative_energy_kj_mol=275.5
H 1.5522 -1.4110 0.3236 -0.016 0.014 0.028 0.296
N 1.9839 -0.7019 0.9190 0.019 0.401 -0.457 -0.564
C 2.0319 0.4102 0.3297 0.273 -0.237 0.328 0.070
O 1.6336 0.7326 -0.9445 0.114 -0.025 0.154 -0.380
C 0.3560 0.4041 -1.3488 -0.336 -0.165 0.064 -0.248
C -0.6062 0.0666 -0.5145 0.210 0.097 -0.149 0.246
C -0.9647 -0.1359 0.8908 0.067 -0.008 0.193 -0.596
C -2.0127 -0.2188 -0.2143 -0.142 -0.017 -0.165 -0.467
H 2.4745 1.2761 0.8150 0.090 -0.030 -0.004 0.373
H 0.2721 0.5137 -2.4264 -0.150 -0.067 0.244 0.379
H -0.9525 0.7167 1.5677 -0.118 -0.081 -0.183 0.216
H -0.6350 -1.0569 1.3713 -0.153 0.117 -0.138 0.242
H -2.4155 -1.2005 -0.4569 0.067 0.180 0.060 0.216
H -2.7176 0.6049 -0.3116 0.074 -0.179 0.026 0.217



14
Properties=species:S:1:pos:R:3:forces:R:3:mulliken_charge:R:1 method="wB97M-V/def2-TZVPD" orbital_gap_ev="7.78 / 7.78" molar_mass_g_mol=97.12 lumo_ev="0.310 / 0.311" e_tot_ev=-8831.832 relative_energy_kj_mol=421.7
H 3.1175 -1.2493 -0.2206 -0.321 0.204 0.165 0.242
N 2.1710 -0.8818 -0.3471 -1.257 -0.101 1.192 -0.533
C 1.4262 -1.2603 0.6255 0.382 -0.835 -1.252 0.066
O 0.0471 -1.1744 0.7208 0.565 0.589 1.509 -0.322
C -0.6798 -0.1195 0.1407 1.231 -0.402 0.158 0.735
C -2.1579 -0.2184 0.2705 -1.068 -0.804 -0.602 -1.216
C -0.0137 0.9383 -0.2535 -0.803 0.053 -0.763 0.082
C 0.5263 1.9221 -0.9089 0.340 0.844 -0.163 -0.875
H 1.7786 -1.9255 1.4286 -0.244 0.353 -0.113 0.329
H -2.5018 -1.2145 0.5698 0.374 -0.024 -0.126 0.329
H -2.5752 0.4633 1.0192 0.462 0.051 -0.026 0.265
H -2.7037 0.0043 -0.6524 0.311 0.079 -0.079 0.326
H 1.5027 1.8214 -1.3721 -0.473 -0.612 -1.180 0.299
H 0.0627 2.8944 -1.0204 0.501 0.605 1.281 0.272



14
Properties=species:S:1:pos:R:3:forces:R:3:mulliken_charge:R:1 method="wB97M-V/def2-TZVPD" orbital_gap_ev=9.21 molar_mass_g_mol=97.12 lumo_ev=0.176 e_tot_ev=-8830.560 relative_energy_kj_mol=544.5
C 2.1461 -0.3738 0.7262 -0.065 0.036 -0.114 -0.644
C 1.0622 -0.7524 0.0723 -1.742 1.901 -0.885 -0.381
C -0.2603 0.2228 -0.2610 6.784 -4.353 0.381 0.212
C 0.0539 1.3235 -0.9304 -1.234 0.723 0.882 -0.700
C -1.3986 -0.7039 0.0762 -0.826 2.614 -0.065 -0.336
N -2.2532 0.4374 -0.1754 -4.752 0.482 1.223 0.039
O -3.0274 0.8012 0.7100 1.769 -0.846 -1.188 -0.397
H 2.2415 0.6158 1.1475 -0.049 0.138 0.050 0.291
H 2.9981 -1.0317 0.8334 -0.028 -0.101 0.084 0.266
H 0.9822 -1.7388 -0.3698 -0.031 -0.145 0.092 0.281
H -0.6753 2.1088 -1.0558 -0.226 -0.062 -0.613 0.319
H 1.0678 1.5860 -1.1803 0.270 -0.246 0.215 0.352
H -1.5439 -1.4506 -0.7092 0.207 0.036 0.208 0.309
H -1.3931 -1.0443 1.1162 -0.079 -0.176 -0.271 0.389